# C16H22N4O2S

A structure of composition C16H22N4O2S at a distorted geometry (ωB97M-V with the def2-TZVPD basis set, OMol25).

Computed properties:
Net charge ... 0
HOMO ... -9.23 eV
Frontier orbital gap ... 9.899 eV
Molar mass ... 334.445 g mol⁻¹

XYZ file:
```
45
Properties=species:S:1:pos:R:3:forces:R:3:mulliken_charge:R:1
C -1.03197 5.74780 -0.90253 0.0053 0.0123 -0.0137 -1.34
C -1.62178 4.37197 -1.17315 -0.0199 0.0139 0.0081 -0.28
C -0.84287 3.21322 -0.51761 0.0297 -0.0107 -0.0110 2.57
C 0.60677 3.12818 -1.03054 -0.0008 0.0063 0.0032 -2.10
C -0.82699 3.39291 0.94067 -0.0031 0.0046 0.0037 -0.64
N -0.82597 3.50422 2.08460 0.0059 -0.0004 -0.0052 -0.56
C -1.52729 1.88367 -0.90413 0.0145 -0.0203 -0.0186 -0.10
O -1.80278 1.67964 -2.07080 -0.0014 0.0104 0.0035 -0.68
N -1.75282 0.98491 0.08104 0.0012 0.0195 0.0154 -0.11
C -2.27239 -0.34624 -0.21516 0.0025 0.0212 0.0049 -0.92
C -3.30668 -0.81361 0.78120 -0.0157 -0.0179 0.0090 -0.50
C -4.52328 -0.29986 0.91960 0.0403 0.0104 -0.0348 -0.12
C -5.05815 0.85002 0.11453 0.2584 0.3611 -0.1623 -0.42
N -5.81067 1.86838 0.89591 -0.6468 -0.3411 0.3297 -0.18
C -5.27927 2.11674 2.19880 0.9009 -0.3469 -0.2909 0.09
O -5.49128 1.39580 3.13911 -0.5424 0.3448 0.1486 -0.57
C -4.26719 3.23122 2.27816 -0.0165 0.0001 -0.0170 -0.09
C -4.43158 4.41727 1.37833 0.0082 0.0289 -0.0153 0.58
C -3.80565 5.61814 1.56130 -0.0016 -0.0143 0.0398 -0.52
C -4.11460 6.53215 0.51996 -0.0146 0.0052 -0.0557 0.57
C -3.62014 7.94437 0.44696 -0.0035 0.0106 0.0137 -1.37
N -4.91365 6.06386 -0.40977 0.0094 -0.0172 0.0064 -0.59
S -5.34606 4.51463 -0.06668 0.0073 -0.0131 0.0088 0.10
H -1.66299 6.51194 -1.35536 -0.0070 -0.0105 0.0025 0.33
H -0.97885 5.95484 0.16866 0.0060 0.0012 0.0010 0.26
H -0.03203 5.85879 -1.32309 0.0018 -0.0107 0.0004 0.44
H -2.65452 4.33813 -0.81979 -0.0002 0.0011 0.0003 -0.08
H -1.64913 4.15598 -2.24073 0.0116 0.0057 -0.0041 0.57
H 1.11989 2.26596 -0.60425 -0.0030 -0.0014 -0.0020 0.46
H 0.58235 3.02470 -2.11423 -0.0030 -0.0037 0.0018 0.42
H 1.16526 4.02320 -0.76458 -0.0082 0.0025 0.0028 0.47
H -1.47537 1.20029 1.02564 -0.0030 -0.0127 0.0030 0.30
H -2.68332 -0.29147 -1.22205 -0.0007 -0.0065 -0.0009 0.44
H -1.44647 -1.05931 -0.24937 -0.0042 -0.0032 0.0008 0.40
H -3.02792 -1.65422 1.40647 -0.0086 -0.0031 -0.0013 0.39
H -5.19035 -0.72130 1.66295 -0.0042 0.0014 0.0025 0.40
H -4.25580 1.35507 -0.42464 0.0076 -0.0034 0.0054 0.05
H -5.75300 0.48706 -0.64485 -0.0007 -0.0025 0.0046 0.42
H -6.73684 1.48167 1.05901 0.0009 -0.0010 -0.0011 0.32
H -4.19542 3.55147 3.31662 0.0028 -0.0212 0.0085 0.48
H -3.30545 2.75028 2.05739 -0.0048 0.0112 0.0000 -0.27
H -3.15166 5.83537 2.39451 -0.0003 -0.0027 -0.0024 0.34
H -2.74223 8.08383 1.07666 0.0049 0.0059 -0.0071 0.32
H -3.36977 8.21099 -0.57852 -0.0129 -0.0126 -0.0047 0.32
H -4.39599 8.63286 0.78576 0.0079 -0.0011 0.0195 0.39
```
Forces are in eV/Å.